Entry 1:
14 unconnected molecules or ions with the total composition C56H112O28S14, computed with ωB97M-V/def2-TZVPD.

Computed properties:
E_HOMO, eV: -9.750
Energy above the lowest of the compared OMol25 structures with the same formula, charge and spin, kcal/mol: 40.0

Geometry as XYZ:
```
210
C56H112O28S14 (ωB97M-V/def2-TZVPD)
C -1.396 7.298 -1.020
C -0.431 6.150 -1.146
C 0.160 6.024 0.235
S 0.556 7.654 0.726
O 1.773 8.010 0.043
O 0.447 7.932 2.095
C -0.738 8.460 -0.195
H -2.306 7.122 -0.519
H -1.725 7.654 -2.052
H 0.433 6.252 -1.837
H -0.935 5.216 -1.383
H 1.091 5.497 0.205
H -0.563 5.631 0.961
H -0.139 9.162 -0.733
H -1.420 8.902 0.560
C -4.093 -2.957 -3.254
C -5.058 -3.028 -2.060
C -5.797 -1.706 -1.923
S -4.676 -0.494 -2.627
O -3.490 -0.443 -1.759
O -5.410 0.719 -2.926
C -4.380 -1.610 -3.957
H -4.180 -3.766 -3.952
H -3.058 -2.944 -2.917
H -4.472 -3.261 -1.133
H -5.789 -3.783 -2.212
H -6.060 -1.495 -0.942
H -6.705 -1.691 -2.461
H -3.460 -1.273 -4.484
H -5.280 -1.522 -4.539
C -3.237 3.560 -6.304
C -1.957 4.464 -6.117
C -1.528 4.266 -4.678
S -1.860 2.565 -4.341
O -1.900 2.370 -2.908
O -0.976 1.694 -5.079
C -3.405 2.590 -5.130
H -3.271 2.989 -7.253
H -4.079 4.306 -6.270
H -2.259 5.531 -6.234
H -1.200 4.311 -6.837
H -2.145 4.896 -4.025
H -0.498 4.508 -4.502
H -4.208 2.937 -4.435
H -3.679 1.601 -5.391
C 5.388 4.420 -2.821
C 5.111 5.652 -1.942
C 3.744 6.141 -2.442
S 2.766 4.658 -2.523
O 1.639 4.825 -3.419
O 2.477 4.158 -1.193
C 4.097 3.672 -3.307
H 5.989 3.634 -2.321
H 5.930 4.717 -3.749
H 5.833 6.407 -2.043
H 5.179 5.394 -0.862
H 3.867 6.531 -3.465
H 3.200 6.871 -1.815
H 3.821 3.662 -4.328
H 3.999 2.683 -2.822
C 6.214 -1.416 -1.848
C 5.006 -2.048 -1.037
C 4.434 -0.934 -0.245
S 4.556 0.520 -1.334
O 5.206 1.635 -0.637
O 3.244 0.699 -1.919
C 5.641 -0.254 -2.583
H 6.575 -2.148 -2.576
H 7.077 -1.224 -1.155
H 5.351 -2.872 -0.380
H 4.287 -2.357 -1.753
H 4.954 -0.785 0.701
H 3.362 -1.101 -0.112
H 6.305 0.538 -2.941
H 4.922 -0.512 -3.332
C -6.151 2.982 1.072
C -5.741 1.951 -0.020
C -4.208 2.134 -0.263
S -3.803 3.782 0.358
O -3.284 4.655 -0.700
O -3.068 3.515 1.570
C -5.437 4.311 0.788
H -5.824 2.649 2.083
H -7.269 3.071 1.125
H -6.200 2.189 -0.938
H -5.989 0.915 0.253
H -3.959 1.996 -1.287
H -3.527 1.507 0.328
H -5.829 4.902 -0.125
H -5.167 4.915 1.676
C -1.346 2.390 4.117
C -2.760 2.318 4.671
C -2.397 1.660 6.020
S -1.120 0.412 5.683
O -1.706 -0.924 5.572
O 0.007 0.680 6.544
C -0.759 1.027 4.065
H -0.667 2.889 4.786
H -1.293 2.894 3.124
H -3.406 1.716 4.015
H -3.198 3.289 4.814
H -3.062 1.098 6.750
H -1.849 2.369 6.701
H -1.241 0.430 3.275
H 0.336 0.983 3.862
C 5.338 2.928 2.334
C 4.796 4.183 3.146
C 3.448 3.836 3.709
S 3.758 2.242 4.354
O 2.645 1.338 4.450
O 4.573 2.340 5.519
C 4.847 1.707 3.051
H 6.454 3.055 2.270
H 5.006 2.976 1.253
H 4.600 5.080 2.437
H 5.518 4.494 3.840
H 2.780 3.840 2.825
H 3.161 4.472 4.551
H 4.356 0.992 2.422
H 5.583 1.251 3.635
C 2.823 -3.442 5.990
C 1.798 -2.294 5.874
C 1.742 -1.898 4.382
S 1.789 -3.449 3.439
O 2.686 -3.396 2.350
O 0.391 -3.806 3.206
C 2.565 -4.405 4.851
H 2.728 -3.954 6.940
H 3.837 -3.000 5.846
H 2.092 -1.400 6.432
H 0.820 -2.668 6.115
H 2.660 -1.358 3.995
H 0.787 -1.384 4.041
H 3.538 -4.875 4.686
H 1.752 -5.146 5.007
C -3.163 -4.001 3.046
C -2.681 -4.085 1.557
C -2.583 -2.695 0.967
S -3.705 -1.692 1.937
O -5.038 -1.977 1.418
O -3.448 -0.256 2.115
C -3.387 -2.593 3.468
H -2.429 -4.530 3.623
H -4.090 -4.500 3.007
H -3.296 -4.760 1.033
H -1.714 -4.550 1.597
H -2.939 -2.680 -0.018
H -1.616 -2.309 1.244
H -4.245 -2.360 4.070
H -2.604 -2.057 3.889
C -0.056 -1.448 -3.813
C -0.281 -2.299 -5.106
C 1.059 -2.888 -5.499
S 2.238 -1.580 -5.157
O 2.436 -0.759 -6.345
O 3.372 -2.182 -4.498
C 1.233 -0.615 -3.989
H -0.062 -2.179 -2.989
H -0.930 -0.808 -3.591
H -0.509 -1.657 -5.997
H -1.067 -2.999 -5.005
H 1.191 -3.107 -6.564
H 1.315 -3.792 -4.932
H 1.017 0.392 -4.365
H 1.872 -0.548 -3.113
C -2.399 -8.224 2.549
C -1.921 -8.904 1.278
C -0.530 -9.505 1.542
S 0.261 -8.409 2.723
O 1.232 -7.508 2.089
O 0.785 -9.208 3.804
C -1.221 -7.447 3.210
H -2.761 -9.088 3.146
H -3.219 -7.546 2.477
H -1.815 -8.137 0.526
H -2.567 -9.653 0.900
H 0.092 -9.451 0.645
H -0.522 -10.534 1.879
H -1.051 -6.471 2.673
H -1.247 -7.385 4.284
C 1.887 -5.162 -2.318
C 2.169 -4.985 -0.794
C 0.891 -4.446 -0.224
S -0.487 -5.080 -1.290
O -1.213 -3.994 -1.833
O -1.349 -6.092 -0.702
C 0.568 -5.902 -2.484
H 2.726 -5.750 -2.716
H 1.980 -4.171 -2.738
H 2.981 -4.322 -0.636
H 2.315 -5.974 -0.267
H 0.886 -3.362 -0.333
H 0.657 -4.801 0.776
H 0.020 -5.658 -3.468
H 0.694 -6.927 -2.298
C 0.282 2.078 -0.317
C 1.199 2.269 0.945
C 1.786 0.887 1.310
S 0.717 -0.322 0.529
O 0.273 -1.287 1.518
O 1.325 -0.928 -0.659
C -0.598 0.904 0.003
H 1.027 1.922 -1.098
H -0.270 3.041 -0.526
H 0.684 2.574 1.812
H 1.908 3.007 0.762
H 1.733 0.630 2.387
H 2.785 0.708 0.871
H -1.172 1.162 0.907
H -1.231 0.546 -0.787
```

Löwdin atomic charge list, values in e, 5 entries: C -0.200; C -0.228; C -0.251; S 0.615; O -0.327

Entry 2:
C28H32N4O3 in the gas phase, computed with ωB97M-V/def2-TZVPD.

Computed properties:
E_HOMO, eV: -7.668
Energy above the lowest of the compared OMol25 structures with the same formula, charge and spin, kcal/mol: 0.7
SMILES: O=C(C(=O)N1CCN(c2ccccc2)CC1)c1cn(CC(=O)N2CCCCCC2)c2ccccc12

Geometry as XYZ:
```
67
C28H32N4O3 (ωB97M-V/def2-TZVPD)
O 2.993 -1.910 2.021
C 2.080 -1.619 1.265
C 1.566 -2.570 0.186
O 0.378 -2.842 0.106
N 2.477 -3.063 -0.679
C 3.879 -2.718 -0.736
C 4.157 -2.076 -2.118
N 2.955 -1.491 -2.661
C 2.543 -0.228 -2.251
C 1.448 0.386 -2.870
C 1.058 1.664 -2.530
C 1.755 2.383 -1.572
C 2.845 1.795 -0.957
C 3.234 0.510 -1.285
C 1.979 -2.514 -2.987
C 2.004 -3.639 -1.921
C 1.372 -0.364 1.270
C 0.301 -0.011 0.470
N -0.128 1.230 0.772
C -1.240 1.913 0.164
C -2.156 0.949 -0.601
O -2.234 1.014 -1.813
N -2.832 0.042 0.129
C -2.894 -0.003 1.572
C -3.950 0.942 2.174
C -5.148 1.193 1.256
C -5.755 -0.078 0.652
C -5.123 -0.452 -0.689
C -3.669 -0.911 -0.576
C 0.680 1.755 1.756
C 0.654 3.000 2.369
C 1.604 3.251 3.338
C 2.553 2.290 3.691
C 2.582 1.051 3.087
C 1.636 0.776 2.106
H 4.474 -3.631 -0.613
H 4.127 -2.042 0.079
H 4.943 -1.325 -2.054
H 4.486 -2.842 -2.828
H 0.904 -0.130 -3.646
H 0.202 2.098 -3.024
H 1.462 3.390 -1.312
H 3.397 2.335 -0.202
H 4.082 0.093 -0.766
H 0.985 -2.071 -3.011
H 2.201 -2.933 -3.976
H 2.676 -4.451 -2.207
H 1.003 -4.038 -1.757
H -0.189 -0.595 -0.283
H -0.873 2.643 -0.567
H -1.804 2.445 0.936
H -1.917 0.212 2.007
H -3.138 -1.033 1.840
H -3.499 1.907 2.417
H -4.295 0.505 3.112
H -5.907 1.716 1.840
H -4.851 1.859 0.443
H -5.662 -0.907 1.355
H -6.820 0.088 0.483
H -5.165 0.412 -1.356
H -5.696 -1.258 -1.151
H -3.610 -1.868 -0.053
H -3.254 -1.031 -1.580
H -0.072 3.751 2.095
H 1.616 4.211 3.832
H 3.279 2.530 4.454
H 3.313 0.305 3.356
```

Löwdin atomic charge list, values in e, 5 entries: O 0.095; C -0.273; C -0.372; O 0.067; N -0.033

Entry 3:
CH4INS in the gas phase, computed with ωB97M-V/def2-TZVPD.

Computed properties:
E_HOMO, eV: -9.089
Energy above the lowest of the compared OMol25 structures with the same formula, charge and spin, kcal/mol: 36.0
SMILES: CN(S)I

Geometry as XYZ:
```
8
CH4INS (ωB97M-V/def2-TZVPD)
C -0.066 0.119 0.966
N -0.458 -0.394 -0.387
S 0.799 -0.945 -1.475
I -2.104 0.594 -1.187
H -0.845 -0.191 1.746
H 0.958 -0.397 1.201
H 0.059 1.233 1.153
H 1.657 -0.019 -2.016
```

Löwdin atomic charge list, values in e, 5 entries: C -0.313; N -1.065; S 0.595; I 0.709; H 0.078

Entry 4:
C5H8N2O in the gas phase, computed with ωB97M-V/def2-TZVPD.

Computed properties:
E_HOMO, eV: -8.019
Energy above the lowest of the compared OMol25 structures with the same formula, charge and spin, kcal/mol: 53.5
SMILES: NCc1[nH]ccc1O

Geometry as XYZ:
```
16
C5H8N2O (ωB97M-V/def2-TZVPD)
N 0.733 1.458 -1.786
C -0.455 1.370 -0.938
C -0.323 0.180 -0.074
N -1.422 -0.156 0.809
C -0.903 -0.946 1.750
C 0.286 -1.410 1.397
C 0.687 -0.701 0.225
O 1.928 -0.822 -0.540
H 0.593 1.474 -2.741
H 1.381 0.743 -1.391
H -1.504 1.537 -1.380
H -0.476 2.291 -0.280
H -2.308 -0.138 0.502
H -1.616 -1.378 2.483
H 0.834 -2.121 2.015
H 2.565 -1.380 -0.051
```

Löwdin atomic charge list, values in e, 5 entries: N 0.020; C -0.236; C -0.185; N 0.079; C -0.181

Entry 5:
A molecular structure, C13H24NO6TiV, computed with ωB97M-V/def2-TZVPD.

Computed properties:
Total charge: +2
Multiplicity: 5
⟨S²⟩: 6.020
E_HOMO (alpha / beta), eV: -15.159 / -16.178

Geometry as XYZ:
```
46
C13H24NO6TiV (ωB97M-V/def2-TZVPD)
O -2.073 4.542 0.747
V -1.248 3.932 -0.446
O -1.266 2.361 -0.290
Ti -0.499 0.049 -1.171
C 1.056 -2.156 1.220
C 2.143 -1.064 1.207
C 3.639 -1.655 1.319
C 4.291 -2.244 0.096
C 4.232 -1.079 -0.967
C 2.861 -0.421 -1.312
N 2.059 -0.115 0.021
O 1.291 1.123 0.120
C 2.047 -1.499 -2.167
C 3.355 0.882 -2.120
C 1.965 -0.288 2.625
H 0.161 -1.625 0.896
H 1.031 -2.679 2.176
H 1.314 -2.884 0.451
H 3.595 -2.617 1.830
H 4.273 -0.942 1.845
H 3.582 -2.973 -0.297
H 5.276 -2.709 0.148
H 4.829 -1.309 -1.849
H 4.698 -0.263 -0.414
H 2.772 -1.769 -2.935
H 1.100 -1.242 -2.642
H 1.822 -2.380 -1.567
H 3.537 1.829 -1.613
H 2.726 1.268 -2.922
H 4.293 0.733 -2.654
H 2.039 -1.000 3.446
H 1.000 0.218 2.655
H 2.634 0.570 2.702
C -6.678 2.439 -0.564
C -5.766 1.868 0.346
C -6.069 0.497 1.009
O -4.858 -0.174 0.921
C -3.986 0.362 -0.027
O -2.869 -0.055 -0.434
O -4.523 1.542 -0.372
H -6.985 1.720 -1.323
H -6.278 3.320 -1.066
H -7.632 2.863 -0.248
H -5.453 2.595 1.095
H -6.897 -0.028 0.531
H -6.542 0.461 1.991
```

Löwdin atomic charge list, values in e, 5 entries: O -0.347; V 1.071; O -0.523; Ti 1.335; C -0.003

Entry 6:
C3H6N2OS in the gas phase, computed with ωB97M-V/def2-TZVPD.

Computed properties:
E_HOMO, eV: -8.564
Energy above the lowest of the compared OMol25 structures with the same formula, charge and spin, kcal/mol: 106.3
SMILES: CN(C=S)/C=N\O

Geometry as XYZ:
```
13
C3H6N2OS (ωB97M-V/def2-TZVPD)
C 0.508 1.320 0.096
N -0.437 0.103 0.012
C -1.739 0.212 -0.209
S -2.946 -0.870 -0.265
C 0.030 -1.117 0.671
N 1.150 -1.572 0.378
O 1.638 -0.947 -0.943
H 0.882 1.496 -0.892
H 0.020 2.198 0.602
H 1.126 0.928 0.881
H -1.841 1.287 -0.654
H -0.659 -1.464 1.666
H 2.269 -1.574 -1.342
```

Löwdin atomic charge list, values in e, 5 entries: C 0.000; N -0.208; C -0.789; S 0.609; C -0.222

Entry 7:
C2H3ClN2O in the gas phase, computed with ωB97M-V/def2-TZVPD.

Computed properties:
E_HOMO, eV: -9.033
Energy above the lowest of the compared OMol25 structures with the same formula, charge and spin, kcal/mol: 159.6

Geometry as XYZ:
```
9
C2H3ClN2O (ωB97M-V/def2-TZVPD)
C -0.857 -0.943 0.445
C -1.298 0.190 0.048
N 0.712 0.360 -1.035
N 1.135 -0.667 -0.310
O -0.406 1.077 -0.569
Cl 2.220 -0.095 1.076
H -0.925 -1.860 0.941
H -2.128 0.808 0.345
H 1.547 1.130 -0.941
```

Löwdin atomic charge list, values in e, 5 entries: C 0.167; C -0.183; N -0.212; N -0.365; O -0.119

Entry 8:
A gas-phase ion, C3H11N7S (charge +2), computed with ωB97M-V/def2-TZVPD.

Computed properties:
Total charge: +2
E_HOMO, eV: -15.889
SMILES: NSC1(N)NC(=[NH2+])NC(=[NH2+])N1

Geometry as XYZ:
```
22
C3H11N7S (ωB97M-V/def2-TZVPD)
N -3.229 0.274 0.647
S -1.807 -0.402 1.199
C -0.676 -0.084 -0.440
N -1.596 -0.139 -1.476
N 0.317 -1.183 -0.615
C 1.338 -1.255 0.227
N 1.830 -2.458 0.557
N 1.779 -0.053 0.752
C 1.254 1.182 0.275
N 2.025 2.252 0.527
N 0.078 1.227 -0.345
H -3.794 -0.399 0.083
H -3.712 1.026 1.274
H -1.186 -0.242 -2.416
H -2.424 0.441 -1.346
H 0.043 -2.049 -1.117
H 2.463 -2.497 1.314
H 1.731 -3.359 0.002
H 2.345 -0.035 1.666
H 1.715 3.173 0.367
H 2.932 2.058 0.825
H -0.324 2.100 -0.762
```

Löwdin atomic charge list, values in e, 5 entries: N -0.398; S 0.862; C -0.643; N 0.058; N 0.154